No. 1
DFT (ωB97M-V with the def2-TZVPD basis set) results for C5H7F in the gas phase at a distorted geometry.

As for the charge: 0. The energy relative to the best compared isomer or geometry (same formula, charge and spin) is 4.284 eV.

Geometry as XYZ:
```
13
C5H7F ωB97M-V with the def2-TZVPD basis set
C 0.05431 -1.32331 -0.26874
C 0.90669 -0.39656 -0.95879
C 0.82198 0.48184 1.22116
C -0.02353 0.18219 0.04467
C -1.24358 0.80070 -0.48047
F 0.92419 1.76288 1.66477
H -0.85005 -1.56312 -0.81110
H 0.36814 -2.12465 0.38139
H 1.98212 -0.34788 -1.04203
H 1.47928 -0.13655 1.83872
H -1.60426 0.21540 -1.34878
H -0.92725 1.85155 -0.62072
H -1.88804 0.59748 0.37992
```

Results of the natural (NBO) charge analysis, in e, for atoms 1 through 2:
1. C -0.438
2. C -0.212

No. 2
DFT (ωB97M-V with the def2-TZVPD basis set) results for 2 unconnected molecules or ions with the total composition C5H7F3N2O2 at a distorted geometry.

As for the SMILES: C/C(N)=C(\O)C(F)(F)F.N=C=O. As for the charge: 0. The energy relative to the best compared isomer or geometry (same formula, charge and spin) is 0.665 eV.

Geometry as XYZ:
```
19
C5H7F3N2O2 ωB97M-V with the def2-TZVPD basis set
C -0.60658 -0.53227 -0.39322
C 0.57060 2.24447 -0.16881
C 1.82433 -0.85480 0.09168
C 0.41893 -0.45095 0.47944
C -2.01150 -0.54207 0.00422
N 0.03241 2.21128 -1.24978
N 0.25176 -0.11624 1.77243
O -0.26532 -0.52411 -1.79156
O 1.14205 2.49983 0.82842
F -2.73153 -1.19081 -1.00130
F -2.57192 0.62095 0.22180
F -2.21606 -1.28859 1.09665
H 2.77982 -0.16586 0.31689
H 1.87992 -0.99382 -1.01517
H 2.06683 -1.73317 0.64301
H -0.60701 -1.38236 -2.32083
H -0.55352 1.49075 -1.59930
H 1.03890 0.11514 2.25368
H -0.44211 0.59262 1.83175
```

Results of the natural (NBO) charge analysis, in e, for atoms 1 through 2:
1. C -0.002
2. C 0.846

No. 3
DFT (ωB97M-V with the def2-TZVPD basis set) results for 2 unconnected molecules or ions with the total composition C5H7F3N2O2 at a distorted geometry.

Its expectation value of S² is 2.01. As for the charge: 0. The spin multiplicity is 3.

Geometry as XYZ:
```
19
C5H7F3N2O2 ωB97M-V with the def2-TZVPD basis set
C 0.60366 0.57938 -0.45716
C -0.66151 -1.91128 0.04148
C -1.82895 0.89055 -0.06237
C -0.39160 0.55470 0.45524
C 1.99483 0.28509 -0.02937
N -0.37001 -2.04017 -1.10477
N -0.23349 0.78686 1.78102
O 0.26492 0.44340 -1.87187
O -0.99259 -2.18447 1.16164
F 2.86883 0.09370 -1.06696
F 2.01619 -0.89068 0.66218
F 2.49373 1.16651 0.88964
H -1.96055 1.97354 -0.05482
H -2.70141 0.42648 0.50008
H -1.83537 0.54340 -1.06662
H 1.06288 0.16623 -2.29218
H -0.31520 -1.65446 -1.99489
H -0.69546 0.00366 2.37380
H 0.68110 0.76756 2.13592
```

Results of the natural (NBO) charge analysis, in e, for atoms 1 through 2:
1. C 0.214
2. C 0.830

No. 4
DFT (ωB97M-V with the def2-TZVPD basis set) results for a molecular structure, C5H7F3N3S2 at a distorted geometry.

As for the charge: +1. The energy relative to the best compared isomer or geometry (same formula, charge and spin) is 2.218 eV.

Geometry as XYZ:
```
20
C5H7F3N3S2 ωB97M-V with the def2-TZVPD basis set
C -1.19794 -0.80200 1.14344
C 0.37595 -0.11968 -2.24914
C 1.28742 0.21816 -1.29880
C 2.01456 1.53764 -1.31929
C -1.24204 -2.07801 2.08459
N -1.55017 -0.91159 -0.10102
N -1.24849 1.69624 -0.29072
N -0.64569 0.29077 1.81480
F -1.47286 -1.71009 3.35572
F -2.09990 -2.94023 1.64894
F -0.07319 -2.67444 2.03416
S -1.62045 0.46095 -1.11848
S -0.80095 1.98035 1.21406
H 0.21670 0.56900 -3.00025
H 0.09526 -1.17563 -2.14187
H 1.52504 -0.49931 -0.37702
H 2.52699 1.82003 -0.38869
H 1.53499 2.27179 -1.95929
H 2.99704 1.61241 -1.85119
H -0.62228 0.45364 2.80009
```

Results of the natural (NBO) charge analysis, in e, for atoms 1 through 2:
1. C 0.429
2. C -0.523

No. 5
DFT (ωB97M-V with the def2-TZVPD basis set) results for a gas-phase ion, C5H7F5N3O2 (charge +1) at a distorted geometry.

As for the SMILES: N/C(NC(F)(F)C(F)(F)F)=[NH+]/CC(=O)O. As for the charge: +1.

Geometry as XYZ:
```
22
C5H7F5N3O2 ωB97M-V with the def2-TZVPD basis set
N -1.48195 0.18374 1.87146
C -0.34564 0.20747 0.90939
N -0.32419 1.03818 -0.30494
C -1.56288 0.91770 -1.10727
F -1.23565 1.42635 -2.41199
F -2.58279 1.80886 -0.62169
C -2.08538 -0.58060 -1.33553
F -3.03836 -0.99288 -0.34623
F -1.06730 -1.54021 -1.51590
F -2.82566 -0.56173 -2.56046
N 0.69194 -0.57998 1.15330
C 1.94488 -0.67770 0.34748
C 2.87068 0.65605 0.40267
O 3.37837 1.10734 -0.65669
O 3.05735 1.32863 1.64329
H -1.96336 -0.72842 1.86336
H -1.10228 0.26438 2.84461
H -0.28904 2.01870 0.05285
H 0.63262 -1.17394 2.00733
H 2.59061 -1.51569 0.82026
H 1.75615 -1.01711 -0.73476
H 4.01842 1.29186 1.85956
```

Results of the natural (NBO) charge analysis, in e, for atoms 1 through 2:
1. N -0.852
2. C 0.752

No. 6
DFT (ωB97M-V with the def2-TZVPD basis set) results for C5H7FN2 in the gas phase at a distorted geometry.

As for the charge: 0. The energy relative to the best compared isomer or geometry (same formula, charge and spin) is 4.673 eV.

Geometry as XYZ:
```
15
C5H7FN2 ωB97M-V with the def2-TZVPD basis set
C 1.06348 0.70568 0.75041
C -1.03293 -0.09546 1.61209
C 1.04848 0.29593 -0.62968
C -0.34771 0.02999 -1.21241
C -1.28640 -1.04381 -0.51557
N -1.73974 -0.84558 0.89497
N 1.76656 1.25365 1.57857
F -1.26112 0.20434 2.84617
H 1.51859 1.20246 -1.11681
H 1.74702 -0.64992 -0.85706
H -0.91455 1.02891 -0.96927
H -0.33754 -0.37219 -2.22325
H -2.21444 -1.01805 -1.17113
H -0.86406 -2.09219 -0.47518
H 2.85437 1.39625 1.48814
```

Results of the natural (NBO) charge analysis, in e, for atoms 1 through 2:
1. C 0.405
2. C 0.561

No. 7
DFT (ωB97M-V with the def2-TZVPD basis set) results for C5H7FN2 in the gas phase at a distorted geometry.

As for the SMILES: Cc1[nH]cc(N)c1F. As for the charge: 0. The energy relative to the best compared isomer or geometry (same formula, charge and spin) is 0.654 eV.

Geometry as XYZ:
```
15
C5H7FN2 ωB97M-V with the def2-TZVPD basis set
C -0.56761 -2.09714 -0.96322
C -0.34908 -0.74816 -0.40559
C -0.81609 1.31336 0.38470
C 0.54265 1.16664 0.46848
C 0.83011 -0.15216 -0.02020
H 0.35751 -2.65118 -1.09030
H -1.12811 -2.70635 -0.21391
H -1.06600 -2.03852 -1.92450
H -2.39741 0.01505 -0.28604
H -1.33757 2.24990 0.64287
H 2.40312 1.65666 0.88086
H 1.33363 2.40776 1.85774
N -1.36238 0.13858 -0.08839
N 1.48664 2.11065 0.88914
F 2.07059 -0.66510 -0.13166
```

Results of the natural (NBO) charge analysis, in e, for atoms 1 through 2:
1. C -0.644
2. C 0.056

No. 8
DFT (ωB97M-V with the def2-TZVPD basis set) results for C5H7FO in the gas phase at a distorted geometry.

As for the SMILES: O[C@@H]1CC=C[C@H]1F. As for the charge: 0. The energy relative to the best compared isomer or geometry (same formula, charge and spin) is 0.240 eV.

Geometry as XYZ:
```
14
C5H7FO ωB97M-V with the def2-TZVPD basis set
C 0.15053 -0.08828 1.07550
C 0.52899 -1.13954 -0.03038
C 0.13549 -0.44190 -1.36066
C -0.59014 0.64065 -1.08793
C -0.92926 0.78636 0.37695
H 1.46754 1.11067 0.39022
H -0.14171 -0.55273 2.02143
H -0.01174 -2.07428 0.08774
H 1.59360 -1.42738 0.02419
H 0.48725 -0.87497 -2.29578
H -0.88484 1.33251 -1.87674
H -0.94980 1.76879 0.80575
O 1.32808 0.72277 1.26611
F -2.18398 0.23734 0.60358
```

Results of the natural (NBO) charge analysis, in e, for atoms 1 through 2:
1. C 0.070
2. C -0.475

No. 9
DFT (ωB97M-V with the def2-TZVPD basis set) results for C5H7FOS in the gas phase at a distorted geometry.

As for the SMILES: F[C@H]1[C@@H]2OCC[C@@]12S. As for the charge: 0. The energy relative to the best compared isomer or geometry (same formula, charge and spin) is 3.535 eV.

Geometry as XYZ:
```
15
C5H7FOS ωB97M-V with the def2-TZVPD basis set
C -0.31586 -0.82357 -0.10120
C -0.93520 0.18639 0.87171
C 0.26013 1.23711 0.95804
C 0.27809 0.27646 -0.98973
C -0.05244 -1.02351 -1.60326
H 1.93282 -0.95491 0.85064
H -1.85257 0.67894 0.49203
H -1.20154 -0.25402 1.86379
H -0.11200 2.28145 0.89734
H 0.86384 1.13046 1.86277
H -0.54484 0.91772 -1.32750
H 0.63996 -1.85872 -1.80653
O 1.15444 0.99938 -0.17531
F -1.01680 -0.94542 -2.55798
S 0.90198 -1.84778 0.76519
```

Results of the natural (NBO) charge analysis, in e, for atoms 1 through 2:
1. C -0.294
2. C -0.422

No. 10
DFT (ωB97M-V with the def2-TZVPD basis set) results for a molecular structure, C5H7HoO4 at a distorted geometry.

Its expectation value of S² is 6.01. As for the charge: 0. The spin multiplicity is 5. The energy relative to the best compared isomer or geometry (same formula, charge and spin) is 0.505 eV.

Geometry as XYZ:
```
17
C5H7HoO4 ωB97M-V with the def2-TZVPD basis set
O 0.26263 1.03784 0.96678
C -1.11651 1.77949 1.65158
O -1.88078 1.57938 0.71799
O -0.90269 -1.58993 -0.77484
C 0.11108 -1.32044 -1.77536
C 1.49557 -1.64284 -1.28052
O 2.02836 -0.61700 -0.40055
C 1.84726 -0.75931 0.99119
C 1.44709 0.58450 1.57981
Ho -0.83837 0.43730 -0.81471
H -0.06907 -1.86197 -2.72506
H 2.20422 -1.70313 -2.12197
H 1.51546 -2.60507 -0.72316
H 2.78311 -1.09535 1.47133
H 1.06120 -1.50135 1.20132
H 2.24994 1.31969 1.40164
H 1.28358 0.47978 2.66425
```

Results of the Mulliken charge analysis, in e, for atoms 1 through 2:
1. O -0.258
2. C -0.124

Number 1: calculated total energy -294.39613 Ha. Number 2: calculated total energy -754.28731 Ha. Number 3: calculated total energy -754.15518 Ha. Number 4: calculated total energy -1454.54380 Ha. Number 5: calculated total energy -1008.47423 Ha. Number 6: calculated total energy -403.93511 Ha. Number 7: calculated total energy -404.08283 Ha. Number 8: calculated total energy -369.79019 Ha. Number 9: calculated total energy -767.86027 Ha. Number 10: calculated total energy -1443.65079 Ha.